Record 1
Here is a structure of composition C27H39ClN4O6PPdS2Te from the OMol25 dataset. Energies are from wB97M-V/def2-TZVPD.

- Net charge: -1
- 2S+1: 3
- Largest force on an atom: 0.04585 hartree/bohr
- E_LUMO (alpha / beta): 2.50 / 2.11 eV
- HOMO energy (alpha / beta): -4.20 / -4.43 eV

Geometry as XYZ:
```
82
Properties=species:S:1:pos:R:3:mulliken_charge:R:1
Pd -0.451 0.236 -0.330 -0.520
N 7.476 -2.872 1.384 -0.612
C 6.403 -2.085 0.970 1.138
C 5.553 -2.533 -0.040 -0.816
C 4.498 -1.746 -0.460 -0.535
C 4.296 -0.512 0.123 -0.446
C 5.152 -0.035 1.096 -0.259
C 6.206 -0.818 1.521 -0.816
S 2.906 0.481 -0.404 1.540
O 3.117 1.829 0.076 -0.765
O 2.788 0.338 -1.836 -0.915
N 1.565 -0.170 0.220 -0.358
C 1.389 -0.025 1.522 1.053
N 0.103 -0.015 1.960 0.405
C -0.107 0.148 3.248 -0.399
C 0.936 0.299 4.152 -1.086
C 2.214 0.268 3.609 -0.400
N 2.452 0.104 2.329 -0.573
H 7.347 -3.858 1.216 0.221
H 7.795 -2.671 2.320 0.221
H 5.727 -3.506 -0.478 0.266
H 3.822 -2.068 -1.237 0.518
H 4.963 0.942 1.511 0.498
H 6.880 -0.468 2.290 0.275
H -1.147 0.164 3.565 0.487
H 0.760 0.437 5.208 0.414
H 3.101 0.378 4.227 0.457
C -1.924 4.198 -3.128 -1.240
C -2.669 2.901 -2.882 -0.196
O -2.351 2.397 -1.596 -0.134
P -2.670 0.853 -1.299 1.616
O -2.762 0.603 0.164 -0.838
Te -1.249 -0.575 -2.625 -0.518
O -4.195 0.833 -1.931 -0.464
C -4.934 -0.358 -1.789 0.114
C -5.635 -0.701 -3.094 -1.286
H -2.273 4.633 -4.060 0.470
H -0.858 4.016 -3.190 0.222
H -2.104 4.899 -2.319 0.275
H -2.407 2.148 -3.640 0.368
H -3.749 3.067 -2.921 0.219
H -5.673 -0.213 -0.994 0.260
H -4.265 -1.175 -1.489 -0.004
H -6.235 0.146 -3.418 0.297
H -6.288 -1.555 -2.936 0.413
H -4.900 -0.932 -3.860 0.266
Cl -1.558 4.049 1.996 -0.234
C -0.609 4.914 0.838 0.713
C -0.581 6.287 0.881 -0.541
C 0.184 6.998 -0.035 -0.407
C 0.947 6.312 -0.978 -0.805
C 0.928 4.945 -1.028 -0.538
C 0.136 4.175 -0.129 0.435
C 0.135 2.799 -0.191 -0.594
H -1.153 6.814 1.631 0.424
H 0.190 8.078 -0.013 0.385
H 1.564 6.869 -1.669 0.363
H 1.545 4.405 -1.731 0.502
H 0.784 2.305 -0.923 0.345
H -0.410 2.251 0.591 -0.186
C -1.911 -4.532 -1.939 -0.692
C -0.426 -4.744 -1.672 -0.278
C -0.060 -4.597 -0.206 -0.952
S 0.164 -2.785 0.272 0.867
O 1.023 -2.858 1.458 -0.725
C -1.567 -2.544 0.915 -0.140
C -1.714 -2.967 2.361 -0.257
C -2.999 -2.393 2.951 -1.451
H -2.160 -4.842 -2.950 0.387
H -2.160 -3.477 -1.849 -0.198
H -2.514 -5.115 -1.245 0.306
H 0.147 -4.020 -2.252 0.292
H -0.137 -5.741 -2.014 0.378
H 0.915 -5.034 0.001 0.437
H -0.795 -5.059 0.449 0.312
H -2.248 -3.071 0.254 0.810
H -1.734 -1.457 0.833 -0.489
H -0.844 -2.597 2.912 0.317
H -1.723 -4.060 2.449 0.373
H -3.051 -1.325 2.745 0.206
H -3.038 -2.548 4.027 0.395
H -3.874 -2.866 2.504 0.409
```

---

Record 2
Here is a structure of composition C27H39CrN6O3S from the OMol25 dataset. Energies are from wB97M-V/def2-TZVPD.

- Net charge: +1
- 2S+1: 5
- Largest force on an atom: 0.00247 hartree/bohr
- E_LUMO (alpha / beta): -2.83 / -3.00 eV
- HOMO energy (alpha / beta): -10.31 / -10.40 eV

Geometry as XYZ:
```
77
Properties=species:S:1:pos:R:3:mulliken_charge:R:1
Cr 0.336 0.785 1.186 0.466
C 3.260 3.659 -0.184 -1.706
C 2.478 2.453 0.210 0.286
N 1.358 2.488 0.842 1.442
N 0.772 3.658 1.215 -1.411
C -0.316 3.362 1.923 0.541
O -0.705 2.169 2.177 -0.848
C -1.131 4.485 2.435 0.383
C -0.682 5.801 2.354 -0.197
C -1.472 6.830 2.837 -0.732
C -2.713 6.552 3.397 -0.343
C -3.164 5.241 3.476 -0.756
C -2.374 4.208 2.998 -0.344
C 2.951 1.082 -0.082 0.482
C 4.159 0.832 -0.710 -0.727
C 4.554 -0.483 -0.919 -0.607
C 3.730 -1.511 -0.499 -0.817
C 2.526 -1.187 0.107 -0.270
N 2.138 0.069 0.309 0.609
H 2.711 4.553 0.095 0.353
H 3.440 3.667 -1.261 0.355
H 4.231 3.670 0.315 0.373
H 0.285 6.004 1.916 0.472
H -1.121 7.852 2.781 0.400
H -3.328 7.358 3.774 0.391
H -4.130 5.026 3.912 0.405
H -2.705 3.179 3.051 0.481
H 4.786 1.656 -1.018 0.441
H 5.500 -0.695 -1.398 0.459
H 4.002 -2.547 -0.635 0.516
H 1.841 -1.956 0.430 0.402
C -0.156 1.548 -1.881 -0.854
O -0.950 1.112 -0.788 0.453
C -2.235 1.741 -0.761 -0.609
C -3.260 0.820 -0.155 -0.750
O -2.988 0.657 1.214 -0.042
C -3.983 -0.079 1.881 -0.800
H 0.099 2.608 -1.787 0.265
H -0.690 1.386 -2.821 0.367
H 0.749 0.942 -1.883 0.118
H -2.537 1.965 -1.788 0.512
H -2.179 2.678 -0.198 0.096
H -3.240 -0.149 -0.674 0.303
H -4.253 1.265 -0.300 0.500
H -4.957 0.419 1.820 0.387
H -3.687 -0.153 2.926 0.217
H -4.090 -1.087 1.460 0.182
C -0.223 -4.470 1.904 -1.556
C -1.407 -3.495 1.991 2.285
C -2.083 -3.570 3.367 -1.673
C -2.412 -3.781 0.867 -1.277
C -0.869 -2.136 1.818 -0.579
N -0.442 -1.083 1.676 -0.154
H -0.598 -5.485 2.035 0.485
H 0.513 -4.271 2.683 0.388
H 0.254 -4.398 0.926 0.139
H -2.475 -4.577 3.507 0.445
H -2.911 -2.866 3.436 0.313
H -1.376 -3.360 4.169 0.393
H -2.792 -4.795 1.001 0.434
H -1.939 -3.709 -0.111 0.246
H -3.257 -3.095 0.905 0.198
S -0.055 -2.272 -1.739 -0.239
C 0.961 -2.802 -2.979 -0.021
N 1.556 -4.006 -2.938 -0.096
C 2.365 -4.568 -4.014 -0.658
C 3.053 -3.439 -4.760 -0.522
C 2.012 -2.424 -5.196 -0.661
N 1.224 -2.019 -4.038 -0.078
H 1.277 -4.587 -2.167 0.202
H 1.739 -5.148 -4.697 0.309
H 3.094 -5.246 -3.574 0.378
H 3.580 -3.831 -5.628 0.357
H 3.784 -2.958 -4.107 0.245
H 1.363 -2.852 -5.966 0.297
H 2.484 -1.537 -5.615 0.382
H 0.717 -1.151 -4.055 0.172
```

---

Record 3
Here is a structure of composition C27H40AlClCsFLiN7O15S3 from the OMol25 dataset. Energies are from wB97M-V/def2-TZVPD.

- Net charge: 0
- 2S+1: 1
- Largest force on an atom: 0.14172 hartree/bohr
- E_LUMO: -2.47 eV
- HOMO energy: -3.74 eV

Geometry as XYZ:
```
97
Properties=species:S:1:pos:R:3:mulliken_charge:R:1
C -2.576 -1.617 -4.309 -0.203
C -2.198 -0.998 -3.337 -0.604
C -1.899 -0.172 -2.136 -0.316
N -3.140 -0.302 -1.328 -0.147
C -3.211 -0.488 -0.057 0.646
N -2.197 -0.572 0.859 -0.382
C -2.805 -0.784 2.027 0.483
C -1.967 -0.930 3.278 -0.784
C -0.862 0.161 3.391 -0.082
C -1.198 1.179 4.495 -0.669
C -1.903 2.421 3.901 -0.274
C -0.898 3.580 3.575 -0.155
C -1.511 4.585 2.594 -1.023
C -1.650 4.031 1.135 -0.835
S -0.463 2.693 0.735 0.441
C 0.839 3.444 -0.193 -0.257
N 1.751 2.682 -0.671 0.054
N 2.635 3.478 -1.317 -0.559
C 2.168 4.681 -1.191 0.075
O 1.042 4.745 -0.498 -0.316
N -4.149 -0.842 1.945 0.359
C -5.089 -1.088 3.018 -0.261
C -6.242 -0.059 3.133 -0.646
C -7.621 -0.612 2.678 -0.531
O -8.389 -1.060 3.782 -0.528
N -4.364 -0.647 0.627 -0.365
S -5.870 -0.594 -0.161 -0.219
H -3.167 -2.297 -4.873 0.432
H -1.005 -0.538 -1.619 0.487
H -1.744 0.874 -2.413 0.170
H -3.975 -0.285 -1.887 0.273
H -2.633 -0.858 4.144 0.158
H -1.476 -1.909 3.232 0.430
H 0.057 -0.353 3.668 0.442
H -0.716 0.701 2.457 -0.287
H -0.285 1.517 4.991 0.091
H -1.826 0.765 5.299 0.627
H -2.458 2.172 2.985 0.085
H -2.563 2.833 4.679 0.384
H 0.085 3.205 3.279 0.526
H -0.737 4.106 4.532 -0.232
H -2.524 4.803 2.964 0.300
H -0.974 5.540 2.552 0.403
H -1.433 4.854 0.445 0.596
H -2.670 3.686 0.953 0.389
H 2.704 5.518 -1.624 0.455
H -4.509 -1.011 3.939 0.010
H -5.465 -2.120 2.980 0.376
H -6.367 0.145 4.205 0.408
H -6.024 0.894 2.644 0.369
H -8.122 0.211 2.144 0.234
H -7.485 -1.460 1.996 0.416
H -8.920 -1.778 3.451 0.324
H -6.169 0.738 -0.058 0.177
O 5.331 0.571 -0.636 -0.657
S 4.527 -0.031 -1.725 1.198
O 3.104 -0.098 -1.310 -0.497
O 5.023 -1.389 -2.013 -0.655
O 4.661 0.838 -2.929 -0.786
C 4.433 -3.150 -7.271 -2.177
C 3.311 -3.466 -6.292 0.912
C 2.237 -4.358 -6.864 -1.351
O 1.094 -3.991 -6.124 -0.229
C 1.278 -2.680 -5.749 0.540
O 0.451 -1.993 -5.321 -0.362
O 2.582 -2.295 -5.961 -0.337
H 4.543 -3.932 -8.032 0.619
H 4.281 -2.186 -7.766 0.406
H 5.381 -3.091 -6.741 0.345
H 3.718 -3.886 -5.370 0.312
H 2.463 -5.418 -6.728 0.391
H 2.036 -4.169 -7.918 0.816
Cs 2.333 -3.490 -9.503 1.023
C 3.203 -1.278 1.742 0.882
O 2.473 -2.275 1.997 -0.411
O 4.375 -1.330 1.300 -0.368
O 2.824 -0.080 1.892 -0.477
C 1.977 2.467 8.915 -0.426
C 1.715 1.448 7.841 -0.395
O 1.024 2.225 6.848 -0.151
C 1.362 3.506 7.021 0.589
O 1.082 4.397 6.245 -0.513
O 2.050 3.690 8.162 -0.284
H 2.901 2.283 9.453 0.323
H 1.158 2.545 9.633 0.277
H 2.631 1.051 7.402 0.341
H 1.104 0.619 8.186 0.328
Li 3.866 3.849 -2.872 0.905
Al -0.785 4.816 7.609 0.343
F 3.838 -3.448 3.197 -0.619
C 8.003 -5.310 -10.795 -0.751
C 6.602 -4.894 -10.852 0.273
N 5.497 -4.566 -10.898 -0.318
H 8.065 -6.395 -10.806 0.273
H 8.540 -4.912 -11.653 0.274
H 8.460 -4.935 -9.882 0.274
Cl -1.644 -2.198 -6.666 -0.821
```